# 1
The following is a quantum chemistry calculation of a 2-piece molecular cluster, C2H2N3P overall at a distorted geometry, from OMol25.

```
8
Properties=species:S:1:pos:R:3:forces:R:3
C -2.543 -0.014 0.626 0.6 3.6 -0.4
C 2.367 -0.376 -0.266 2.1 -2.4 -0.9
N -2.715 -1.126 0.772 -1.4 -5.7 0.5
N 3.202 -1.167 -0.428 -0.7 0.9 0.3
N 1.189 1.722 -0.885 0.1 3.4 -0.4
P 0.902 0.518 -0.006 -1.7 -0.5 1.8
H 0.613 2.575 -0.651 0.2 -1.4 -0.8
H -3.013 -2.131 0.839 0.7 2.1 -0.1
```
Forces are in eV/Å.

Values from the calculation:
**Molecular weight**: 99.0 g mol⁻¹
**Calculated total energy**: -582.92745 hartree
**Energy above the lowest of the compared OMol25 structures with the same formula, charge and spin**: 56.24 kcal per mole
**Frontier orbital gap**: 0.330 Eh



# 2
The following is a quantum chemistry calculation of a 2-piece molecular cluster, C2H2N4 overall at a distorted geometry, from OMol25.

```
8
Properties=species:S:1:pos:R:3:forces:R:3
C 0.174 -1.899 -1.061 0.1 -0.4 -0.2
C -0.969 -0.420 0.459 0.6 0.1 0.2
N 0.755 -2.612 -1.761 0.9 -0.7 -0.4
N -1.265 0.392 1.258 -0.7 0.7 1.0
N 0.677 1.552 0.351 0.5 0.6 -2.5
N -0.641 -1.143 -0.470 -1.2 0.0 -0.7
H 0.674 2.504 -0.104 -0.2 -1.0 1.0
H 0.595 1.625 1.329 0.0 0.7 1.6
```
Forces are in eV/Å.

Values from the calculation:
**Molecular weight**: 82.1 g mol⁻¹
**Calculated total energy**: -296.24291 hartree
**Energy above the lowest of the compared OMol25 structures with the same formula, charge and spin**: 114.19 kcal per mole
**Frontier orbital gap (alpha / beta)**: 0.361 / 0.253 Eh



# 3
The following is a quantum chemistry calculation of C2H2N4 in the gas phase at a distorted geometry, from OMol25.

```
8
Properties=species:S:1:pos:R:3:forces:R:3
C 0.881 0.477 -0.574 0.7 -1.2 0.8
N -0.176 1.184 -0.189 0.6 -0.8 -0.5
C -1.110 0.322 0.273 0.2 0.1 0.0
N -0.810 -0.854 0.797 -0.4 0.2 0.2
N 0.362 -1.397 0.536 -0.9 -0.7 -0.3
N 1.059 -0.856 -0.396 0.0 -0.9 0.7
H 1.964 0.549 -0.749 -0.4 3.0 -1.0
H -2.170 0.574 0.302 0.4 0.4 0.1
```
Forces are in eV/Å.

Values from the calculation:
**SMILES**: c1ncnnn1
**Molecular weight**: 82.1 g mol⁻¹
**Calculated total energy**: -296.31480 hartree
**Energy above the lowest of the compared OMol25 structures with the same formula, charge and spin**: 69.08 kcal per mole
**Frontier orbital gap**: 0.353 Eh



# 4
The following is a quantum chemistry calculation of C2H2N4 in the gas phase at a distorted geometry, from OMol25.

```
8
Properties=species:S:1:pos:R:3:forces:R:3
C -0.661 -0.618 -0.894 -0.1 -0.7 0.3
N -0.553 0.692 -1.061 0.9 -0.2 0.5
N 0.196 1.310 -0.145 -1.2 1.0 -1.5
C 0.685 0.644 0.852 0.3 -1.2 1.8
N 0.532 -0.683 1.079 -1.3 -0.1 -1.8
N -0.187 -1.337 0.135 1.4 1.1 1.3
H -1.189 -1.242 -1.622 0.0 0.7 0.1
H 1.178 1.234 1.656 -0.1 -0.6 -0.8
```
Forces are in eV/Å.

Values from the calculation:
**SMILES**: c1nncnn1
**Molecular weight**: 82.1 g mol⁻¹
**Calculated total energy**: -296.34579 hartree
**Energy above the lowest of the compared OMol25 structures with the same formula, charge and spin**: 49.63 kcal per mole
**Frontier orbital gap**: 0.321 Eh



# 5
The following is a quantum chemistry calculation of C2H2N4O2 as an isolated structure at a distorted geometry, from OMol25.

```
10
Properties=species:S:1:pos:R:3:forces:R:3
C 0.279 -0.177 -0.116 5.6 -3.7 0.4
C -1.652 -0.719 0.215 0.1 1.7 -1.0
H -2.608 -1.200 0.197 0.1 -0.8 0.6
H -0.297 1.873 -0.513 1.2 -1.6 0.8
N 1.847 -0.120 -0.052 2.7 4.0 2.8
N -0.367 -1.264 0.150 -2.3 0.5 0.0
N -1.725 0.628 0.011 1.6 -3.1 0.4
N -0.384 0.889 -0.159 -3.8 6.2 -1.2
O 2.702 -1.000 -0.107 -3.3 1.0 -0.7
O 2.206 1.091 0.373 -1.8 -4.1 -2.1
```
Forces are in eV/Å.

Values from the calculation:
**Molecular weight**: 114.1 g mol⁻¹
**Calculated total energy**: -446.75494 hartree
**Energy above the lowest of the compared OMol25 structures with the same formula, charge and spin**: 136.66 kcal per mole
**Frontier orbital gap**: 0.363 Eh



# 6
The following is a quantum chemistry calculation of C2H2N4OS in the gas phase at a distorted geometry, from OMol25.

```
10
Properties=species:S:1:pos:R:3:forces:R:3
S 2.677 0.166 0.050 -0.7 0.4 0.2
N 1.283 -0.771 0.018 -1.9 0.4 0.5
C 0.057 -0.393 0.026 1.9 1.2 -1.2
N -0.330 1.016 -0.238 0.4 -0.8 0.6
N -1.500 1.401 -0.102 0.1 -0.2 0.3
C -2.495 0.442 0.255 3.1 -3.9 -1.8
N -2.253 -0.863 0.036 -0.8 2.3 1.1
O -0.912 -1.331 -0.144 -1.6 1.3 0.2
H 2.189 1.423 0.305 0.1 -0.5 -0.2
H -3.491 0.805 0.360 -0.5 -0.2 0.2
```
Forces are in eV/Å.

Values from the calculation:
**SMILES**: S/N=c1\nncno1
**Molecular weight**: 130.1 g mol⁻¹
**Calculated total energy**: -769.69478 hartree
**Energy above the lowest of the compared OMol25 structures with the same formula, charge and spin**: 80.48 kcal per mole
**Frontier orbital gap**: 0.271 Eh



# 7
The following is a quantum chemistry calculation of an isolated ion of composition C2H2N5 and charge -1 at a distorted geometry, from OMol25.

```
9
Properties=species:S:1:pos:R:3:forces:R:3
C -0.166 -0.444 -0.156 1.5 2.5 1.5
C 0.854 1.018 -0.077 0.3 -5.1 -0.7
N -0.687 -0.924 -1.269 0.2 0.9 -0.8
N -0.623 -1.120 0.917 0.4 0.9 0.4
N -1.519 -1.872 -0.876 -0.4 -0.9 -0.4
N -1.480 -2.012 0.427 0.5 0.5 -0.2
N 0.733 1.826 0.864 -1.8 0.3 -0.1
H 1.770 0.769 -0.799 -1.8 1.5 0.9
H 1.117 2.759 0.969 1.0 -0.6 -0.5
```
Forces are in eV/Å.

Values from the calculation:
**Total charge**: -1
**Molecular weight**: 96.1 g mol⁻¹
**Calculated total energy**: -351.14539 hartree
**Energy above the lowest of the compared OMol25 structures with the same formula, charge and spin**: 26.49 kcal per mole
**Frontier orbital gap**: 0.324 Eh



# 8
The following is a quantum chemistry calculation of an isolated ion of composition C2H2NO2S and charge -1 at a distorted geometry, from OMol25.

```
8
Properties=species:S:1:pos:R:3:forces:R:3
C -0.046 -0.406 -0.722 1.9 -1.2 0.4
C 1.741 0.355 1.054 -4.5 5.0 -3.5
N 0.814 -0.023 0.079 0.2 0.5 1.0
O -2.662 -1.086 0.041 0.6 -0.4 0.0
O -2.283 0.021 -2.132 0.2 -0.1 -0.1
S -1.957 -0.013 -0.694 -1.6 1.5 0.3
H 2.005 1.466 1.039 -0.5 -1.7 0.3
H 2.388 -0.315 1.334 3.6 -3.6 1.6
```
Forces are in eV/Å.

Values from the calculation:
**Total charge**: -1
**Molecular weight**: 104.1 g mol⁻¹
**Spin multiplicity**: 3
**Calculated total energy**: -680.69964 hartree
**Energy above the lowest of the compared OMol25 structures with the same formula, charge and spin**: 10.98 kcal per mole
**Frontier orbital gap (alpha / beta)**: 0.188 / 0.243 Eh
**⟨S²⟩**: 2.017



# 9
The following is a quantum chemistry calculation of a 2-piece molecular cluster, C2H2NO3 overall at a distorted geometry, from OMol25.

```
8
Properties=species:S:1:pos:R:3:forces:R:3
C 2.339 0.062 0.824 -0.8 0.2 0.2
C 0.771 0.316 0.613 0.2 0.6 -3.4
N -0.280 -0.364 1.237 -0.5 -1.7 0.5
O 2.923 -0.487 -0.089 0.3 -0.5 -0.8
O 2.671 0.459 1.937 0.3 0.3 0.8
O -0.053 1.063 1.363 0.1 1.1 0.1
H 0.552 0.641 -1.325 0.1 -0.5 2.9
H -1.082 -0.514 0.621 0.3 0.4 -0.3
```
Forces are in eV/Å.

Values from the calculation:
**Total charge**: -1
**Molecular weight**: 88.0 g mol⁻¹
**Calculated total energy**: -357.74937 hartree
**Energy above the lowest of the compared OMol25 structures with the same formula, charge and spin**: 156.73 kcal per mole
**Frontier orbital gap (alpha / beta)**: 0.303 / 0.303 Eh



# 10
The following is a quantum chemistry calculation of an isolated ion of composition C2H2NO3 and charge -1 at a distorted geometry, from OMol25.

```
8
Properties=species:S:1:pos:R:3:forces:R:3
O 1.252 -0.283 -1.694 -0.6 -0.8 0.3
C 1.099 0.636 -0.906 1.2 1.4 -0.7
N 0.244 0.844 0.087 -0.9 -1.0 0.4
C -0.729 -0.230 0.739 0.0 -0.4 -1.0
O -1.816 -0.313 0.165 0.4 0.3 0.4
O -0.196 -0.817 1.675 -0.1 0.2 0.2
H 1.812 1.492 -1.081 -0.4 0.1 0.5
H 0.289 1.689 0.623 0.4 0.2 -0.1
```
Forces are in eV/Å.

Values from the calculation:
**SMILES**: O=CNC(=O)[O-]
**Total charge**: -1
**Molecular weight**: 88.0 g mol⁻¹
**Calculated total energy**: -357.97265 hartree
**Energy above the lowest of the compared OMol25 structures with the same formula, charge and spin**: 16.62 kcal per mole
**Frontier orbital gap**: 0.321 Eh



# 11
The following is a quantum chemistry calculation of a 2-piece molecular cluster, C2H2NO3S overall at a distorted geometry, from OMol25.

```
9
Properties=species:S:1:pos:R:3:forces:R:3
C 1.061 -0.105 0.436 -0.1 1.2 0.9
C 2.247 0.391 -0.330 -0.9 -0.4 -1.7
N 1.338 1.101 0.647 -0.8 -0.9 -0.5
O -2.683 0.582 1.064 0.2 0.1 0.2
O -2.405 -1.869 0.728 0.2 1.0 -0.3
O -2.643 -0.350 -1.198 0.3 0.1 -0.3
S -2.277 -0.503 0.196 -0.1 -1.3 0.5
H 3.276 0.379 -0.126 1.3 -0.5 0.9
H 2.084 0.373 -1.417 -0.1 0.7 0.2
```
Forces are in eV/Å.

Values from the calculation:
**Total charge**: -1
**Molecular weight**: 120.1 g mol⁻¹
**Calculated total energy**: -755.96249 hartree
**Energy above the lowest of the compared OMol25 structures with the same formula, charge and spin**: 111.35 kcal per mole
**Frontier orbital gap (alpha / beta)**: 0.181 / 0.306 Eh



# 12
The following is a quantum chemistry calculation of a 2-piece molecular cluster, C2H2NOS2 overall at a distorted geometry, from OMol25.

```
8
Properties=species:S:1:pos:R:3:forces:R:3
C 0.279 -0.441 -0.131 2.3 -0.2 2.9
C -2.113 0.185 0.094 4.0 -0.5 0.2
N -0.908 0.230 0.242 -3.8 1.0 -0.7
O 0.397 -1.135 -1.095 -0.5 -0.3 -0.4
S 2.303 1.262 -0.334 -0.2 1.2 -0.5
S -3.647 -0.034 -0.032 -1.3 0.2 0.0
H 0.952 -0.359 0.822 -1.1 -0.7 -1.9
H 2.737 0.292 0.433 0.5 -0.6 0.4
```
Forces are in eV/Å.

Values from the calculation:
**Total charge**: -1
**Molecular weight**: 120.2 g mol⁻¹
**Calculated total energy**: -1003.79391 hartree
**Energy above the lowest of the compared OMol25 structures with the same formula, charge and spin**: 35.69 kcal per mole
**Frontier orbital gap**: 0.224 Eh



# 13
The following is a quantum chemistry calculation of a 2-piece molecular cluster, C2H2NP overall at a distorted geometry, from OMol25.

```
6
Properties=species:S:1:pos:R:3:forces:R:3
C 3.255 2.219 -2.008 0.3 -0.1 -0.2
C -0.037 0.411 -0.010 0.2 1.9 0.4
N 2.293 2.424 -1.377 -2.4 -0.5 1.7
P 0.124 2.026 0.092 1.3 0.1 -1.3
H -0.721 -0.331 0.291 -1.0 -0.4 0.5
H 0.853 0.036 -0.391 1.7 -1.0 -1.1
```
Forces are in eV/Å.

Values from the calculation:
**Molecular weight**: 71.0 g mol⁻¹
**Calculated total energy**: -473.34275 hartree
**Energy above the lowest of the compared OMol25 structures with the same formula, charge and spin**: 61.84 kcal per mole
**Frontier orbital gap**: 0.253 Eh



# 14
The following is a quantum chemistry calculation of a 2-piece molecular cluster, C2H2NP overall at a distorted geometry, from OMol25.

```
6
Properties=species:S:1:pos:R:3:forces:R:3
C 2.929 -0.872 0.566 0.7 -0.4 1.4
C -1.318 -0.957 -0.814 3.0 -1.1 -2.6
N 2.448 -0.488 -0.406 -1.5 0.6 -3.4
P -1.665 -0.626 0.648 -1.6 1.4 6.0
H -1.594 -1.051 -1.768 -1.4 -0.3 -3.4
H 2.023 -0.348 -1.354 0.8 -0.2 2.0
```
Forces are in eV/Å.

Values from the calculation:
**Molecular weight**: 71.0 g mol⁻¹
**Spin multiplicity**: 3
**Calculated total energy**: -473.25900 hartree
**Frontier orbital gap (alpha / beta)**: 0.259 / 0.274 Eh
**⟨S²⟩**: 2.006



# 15
The following is a quantum chemistry calculation of a 2-piece molecular cluster, C2H2NPS overall at a distorted geometry, from OMol25.

```
7
Properties=species:S:1:pos:R:3:forces:R:3
C 0.228 -1.363 0.645 -2.6 2.1 2.4
N -0.391 -0.930 1.549 1.5 -1.4 -2.9
S -1.421 -0.306 2.475 -1.7 1.3 2.0
H 0.995 -1.936 0.391 2.9 -2.2 -1.2
C 0.243 1.684 -1.618 -0.3 -2.9 -0.5
P 0.235 0.112 -1.720 0.1 2.9 0.0
H 0.110 2.739 -1.723 0.2 0.2 0.3
```
Forces are in eV/Å.

Values from the calculation:
**SMILES**: C#[N+][S-].C#P
**Molecular weight**: 103.1 g mol⁻¹
**Calculated total energy**: -871.54094 hartree
**Energy above the lowest of the compared OMol25 structures with the same formula, charge and spin**: 104.04 kcal per mole
**Frontier orbital gap**: 0.304 Eh



# 16
The following is a quantum chemistry calculation of C2H2O2 in the gas phase, from OMol25.

```
6
Properties=species:S:1:pos:R:3:forces:R:3
O -1.676 0.587 -0.486 0.5 -0.5 0.3
C -0.935 -0.206 -0.015 -0.6 0.3 -0.3
C 1.284 0.190 -0.374 -0.1 0.0 0.5
O 0.316 0.169 0.523 0.3 0.1 -0.3
H -1.109 -1.281 0.118 0.0 0.1 0.0
H 2.146 0.545 0.238 -0.1 -0.1 -0.1
```
Forces are in eV/Å.

Values from the calculation:
**Molecular weight**: 58.0 g mol⁻¹
**Calculated total energy**: -227.76139 hartree
**Energy above the lowest of the compared OMol25 structures with the same formula, charge and spin**: 54.22 kcal per mole
**Frontier orbital gap**: 0.352 Eh



# 17
The following is a quantum chemistry calculation of C2H2O2 in the gas phase at a distorted geometry, from OMol25.

```
6
Properties=species:S:1:pos:R:3:forces:R:3
C 0.020 -0.769 -0.578 -1.4 -1.1 -2.2
C 0.137 0.335 0.393 0.1 1.9 1.5
O -0.476 -1.294 -1.462 0.9 0.2 1.0
O -0.902 1.016 -0.040 0.2 -0.4 -0.1
H 0.082 -0.085 1.419 0.2 -0.2 -0.1
H 1.138 0.798 0.269 0.1 -0.3 0.0
```
Forces are in eV/Å.

Values from the calculation:
**Molecular weight**: 58.0 g mol⁻¹
**Calculated total energy**: -227.78340 hartree
**Energy above the lowest of the compared OMol25 structures with the same formula, charge and spin**: 40.41 kcal per mole
**Frontier orbital gap**: 0.332 Eh



# 18
The following is a quantum chemistry calculation of C2H2O2PRh as an isolated structure at a distorted geometry, from OMol25.

```
8
Properties=species:S:1:pos:R:3:forces:R:3
P 1.708 0.632 -0.043 -1.7 -2.1 -0.9
O 1.251 -0.970 -0.466 0.7 1.6 1.2
C 0.050 -1.306 0.239 -0.7 -1.0 0.0
H 0.189 -1.501 1.332 0.4 0.1 -0.7
H -0.397 -2.215 -0.185 0.2 0.3 -0.1
C -0.808 -0.071 0.175 -1.1 -1.0 0.7
O -0.061 0.963 0.160 0.8 2.1 -0.1
Rh -2.874 0.164 -0.236 1.4 -0.1 -0.1
```
Forces are in eV/Å.

Values from the calculation:
**Total charge**: +1
**Molecular weight**: 191.9 g mol⁻¹
**Spin multiplicity**: 6
**Calculated total energy**: -679.24915 hartree
**Frontier orbital gap (alpha / beta)**: 0.198 / 0.259 Eh
**⟨S²⟩**: 8.760



# 19
The following is a quantum chemistry calculation of C2H2O2Rh as an isolated structure at a distorted geometry, from OMol25.

```
7
Properties=species:S:1:pos:R:3:forces:R:3
H 0.823 -1.151 -1.875 0.0 -1.6 1.6
O 0.680 1.292 0.102 1.6 -2.0 -2.0
C 1.229 0.346 -0.698 1.1 3.2 3.5
C 0.674 -0.902 -0.767 -3.4 -0.2 -2.8
O -0.504 -1.136 -0.159 2.5 0.0 -1.0
H 2.261 0.498 -1.054 -0.7 0.4 -0.4
Rh -0.855 0.435 1.037 -1.1 0.3 1.0
```
Forces are in eV/Å.

Values from the calculation:
**Total charge**: +1
**Molecular weight**: 160.9 g mol⁻¹
**Spin multiplicity**: 5
**Calculated total energy**: -337.96470 hartree
**Energy above the lowest of the compared OMol25 structures with the same formula, charge and spin**: 0.00 kcal per mole
**Frontier orbital gap (alpha / beta)**: 0.312 / 0.320 Eh
**⟨S²⟩**: 6.012



# 20
The following is a quantum chemistry calculation of a 2-piece molecular cluster, C2H2O2S overall at a distorted geometry, from OMol25.

```
7
Properties=species:S:1:pos:R:3:forces:R:3
C 1.631 -0.620 -0.159 -1.6 3.1 1.3
C -0.459 0.637 0.382 0.9 -4.7 -2.8
O 2.524 0.104 -0.105 0.1 -0.6 -0.3
O -2.900 0.353 -0.353 -0.4 -0.6 -0.4
S -1.559 -0.254 -0.461 1.3 2.4 1.7
H 1.487 -1.675 -0.290 -0.4 -0.7 -0.2
H -0.724 1.455 0.986 0.0 1.2 0.7
```
Forces are in eV/Å.

Values from the calculation:
**Molecular weight**: 90.1 g mol⁻¹
**Calculated total energy**: -625.88616 hartree
**Energy above the lowest of the compared OMol25 structures with the same formula, charge and spin**: 110.57 kcal per mole
**Frontier orbital gap (alpha / beta)**: 0.302 / 0.302 Eh